The following is a DFT calculation (ωB97M-V/def2-TZVPD) of a cluster of 4 separate species, C12H21BO10S in total at a distorted geometry.

Positions of all 45 atoms, in Å:
O -3.1441 2.8573 1.1740
C -2.0521 2.4056 1.4761
O -0.8618 2.8929 1.0186
C 0.1576 2.2566 1.7662
C -0.4937 0.9941 2.2298
O -1.8615 1.3460 2.3155
H 1.0353 2.0674 1.1421
H 0.4455 2.9084 2.5976
H -0.3831 0.1773 1.5087
H -0.1165 0.6638 3.2016
O 0.3912 -0.9641 4.0567
C -0.6692 -1.5555 4.1726
O -1.3381 -1.7169 5.3516
C -2.6109 -2.2472 5.0328
C -2.3872 -2.9059 3.7103
O -1.3411 -2.1430 3.1396
H -2.9396 -2.9539 5.7997
H -3.3317 -1.4250 4.9739
H -2.0535 -3.9440 3.8114
H -3.2775 -2.8790 3.0761
O -0.2939 -3.6817 0.1703
C -0.4923 -3.0651 -0.8632
O -1.7001 -2.9845 -1.4942
C -1.5683 -2.0094 -2.5114
C -0.0988 -1.9922 -2.7823
O 0.4655 -2.3663 -1.5399
H -2.1511 -2.2882 -3.3936
H -1.9347 -1.0501 -2.1311
H 0.1953 -2.7263 -3.5398
H 0.2564 -1.0043 -3.0880
C 0.5145 2.2314 -4.2120
O 1.0912 1.1004 -3.4676
C 1.3609 1.4341 -2.0604
B 3.0020 1.5530 -1.7354
C 4.1581 1.5078 -2.9499
S 3.5939 1.7121 0.0727
H -0.1001 1.7778 -5.1295
H 1.3428 2.9318 -4.7102
H -0.2601 2.8318 -3.5654
H 0.7748 2.3583 -1.6460
H 0.9994 0.4958 -1.4187
H 3.6653 1.3054 -4.0025
H 4.7309 2.5259 -3.0397
H 4.9622 0.6586 -2.7529
H 4.3183 2.9089 0.2361

SMILES ... O=C1OCCO1.O=C1OCCO1.O=C1OCCO1.COCB(C)S
Kohn-Sham gap ... 9.42 eV
HOMO ... -9.45 eV
Net charge ... 0
Spin multiplicity ... 1
Calculated total energy ... -44769.2775 eV
Molecular weight ... 368.17 g mol⁻¹

The molecule's Löwdin atomic charges, reported in e, are given here: atom 1 (O): 0.1229, atom 2 (C): -0.5187, atom 3 (O): 0.0516, atom 4 (C): -0.1371, atom 5 (C): -0.1411, atom 6 (O): 0.0649, atom 7 (H): 0.0703, atom 8 (H): 0.1398, atom 9 (H): 0.1394, atom 10 (H): 0.1070, atom 11 (O): 0.1090, atom 12 (C): -0.5046, atom 13 (O): 0.0705, atom 14 (C): -0.1373, atom 15 (C): -0.1315, atom 16 (O): 0.0634, atom 17 (H): 0.1376, atom 18 (H): 0.1381, atom 19 (H): 0.1400, atom 20 (H): 0.1410, atom 21 (O): 0.1314, atom 22 (C): -0.5144, atom 23 (O): 0.0616, atom 24 (C): -0.1354, atom 25 (C): -0.1395, atom 26 (O): 0.0553, atom 27 (H): 0.1376, atom 28 (H): 0.1369, atom 29 (H): 0.1395, atom 30 (H): 0.1082, atom 31 (C): -0.1123, atom 32 (O): -0.3013, atom 33 (C): -0.1936, atom 34 (B): -0.5491, atom 35 (C): -0.1189, atom 36 (S): 0.6718, atom 37 (H): 0.1087, atom 38 (H): 0.1115, atom 39 (H): 0.1039, atom 40 (H): 0.1265, atom 41 (H): 0.1285, atom 42 (H): 0.0666, atom 43 (H): 0.0749, atom 44 (H): 0.0833, atom 45 (H): -0.1070